{"formula": "C47H56FN5O3P2PbS", "method": "wB97M-V/def2-TZVPD", "species": ["Pb", "S", "P", "P", "F", "O", "O", "O", "N", "N", "N", "N", "N", "C", "C", "C", "C", "C", "C", "C", "C", "C", "C", "C", "C", "C", "C", "C", "C", "C", "C", "C", "C", "C", "C", "C", "C", "C", "C", "C", "C", "C", "C", "C", "C", "C", "C", "C", "C", "C", "C", "C", "C", "C", "C", "C", "C", "C", "C", "C", "H", "H", "H", "H", "H", "H", "H", "H", "H", "H", "H", "H", "H", "H", "H", "H", "H", "H", "H", "H", "H", "H", "H", "H", "H", "H", "H", "H", "H", "H", "H", "H", "H", "H", "H", "H", "H", "H", "H", "H", "H", "H", "H", "H", "H", "H", "H", "H", "H", "H", "H", "H", "H", "H", "H", "H"], "coordinates": [[-0.579, 0.393, 0.141], [-1.248, 3.012, -0.987], [-0.729, -2.528, 0.322], [-3.130, -0.860, -0.633], [5.796, -0.935, 3.218], [1.996, -0.165, 0.154], [1.451, 0.061, -3.537], [0.364, -1.484, -2.357], [-2.356, 3.943, -3.121], [-3.610, 1.384, 0.755], [4.763, -2.303, -1.996], [-1.103, 1.967, -3.424], [1.622, 2.910, 2.015], [-1.528, -4.508, -1.552], [-1.774, -3.261, -0.991], [-1.557, 2.950, -2.673], [4.373, -0.825, 1.353], [-4.295, 4.543, 4.306], [2.651, -1.184, -1.937], [0.676, 3.021, 6.256], [-4.067, 4.529, -4.771], [-3.687, 0.131, -2.081], [-2.851, -2.493, -1.448], [6.481, -1.981, 1.228], [-0.147, 2.213, -5.682], [4.104, -1.184, 0.028], [5.168, -4.686, -2.349], [0.097, 2.266, 5.253], [0.749, 2.180, 2.211], [-3.421, -4.244, -3.006], [-1.296, 1.671, -4.834], [1.900, 2.650, 6.791], [0.795, -3.558, 0.285], [2.815, -0.783, -0.557], [-2.579, 4.521, -4.437], [6.252, -2.331, -0.084], [5.539, -1.242, 1.933], [-3.753, 2.334, 1.387], [-1.598, -3.360, 1.752], [7.067, -2.974, -2.350], [-4.013, 3.414, 3.559], [7.298, -3.101, -0.850], [0.911, -0.837, 3.173], [0.715, 1.119, 4.753], [2.534, 1.522, 6.300], [5.612, -3.264, -2.696], [-4.545, 5.753, 3.676], [-1.291, -0.261, 4.193], [-4.752, -1.291, 0.146], [3.608, -1.897, -2.573], [5.039, -1.947, -0.696], [-0.309, 1.248, 2.452], [-3.980, 3.502, 2.166], [1.952, 0.773, 5.287], [1.379, -0.839, -2.682], [-4.216, 4.722, 1.532], [-4.500, 5.842, 2.291], [0.025, 0.313, 3.651], [-2.351, -5.000, -2.552], [-3.667, -2.995, -2.457], [-0.012, 3.285, -5.534], [-4.173, 4.774, 0.453], [-0.403, 1.328, -3.033], [-0.339, 2.021, -6.737], [-5.393, -1.791, -0.579], [8.291, -2.724, -0.600], [4.159, -4.858, -2.724], [2.358, 3.237, 7.576], [-3.826, 2.463, 4.038], [-0.691, -5.105, -1.212], [-0.983, -3.336, 2.652], [-4.572, -1.964, 0.984], [-1.847, -4.396, 1.519], [-1.912, 0.520, 4.633], [-1.102, -1.012, 4.962], [-2.519, -2.813, 1.959], [7.293, -1.949, -2.651], [-4.064, -4.629, -3.787], [3.476, -2.190, -3.607], [-4.621, 5.077, -4.009], [5.155, -4.839, -1.271], [7.403, -2.265, 1.717], [0.354, -1.441, 2.460], [-2.270, 2.024, -5.174], [5.466, -3.102, -3.767], [-4.503, -2.416, -2.830], [1.520, -3.102, 0.962], [-4.778, 6.630, 4.265], [0.768, 1.704, -5.383], [-1.846, -0.720, 3.371], [3.491, 1.216, 6.704], [1.221, -1.478, 4.000], [-2.157, -5.978, -2.974], [0.171, 3.908, 6.618], [-4.240, 5.007, -5.734], [2.498, -0.084, 4.921], [-1.225, 1.810, 2.659], [-2.024, 3.975, -5.193], [-0.851, 2.585, 4.837], [0.606, -4.585, 0.598], [-2.656, 4.533, -2.360], [-4.323, 4.479, 5.385], [5.835, -5.416, -2.806], [-2.938, 0.003, -2.863], [-4.690, 6.788, 1.803], [7.720, -3.647, -2.906], [-5.231, -0.390, 0.516], [1.789, -0.441, 2.664], [-1.275, 0.583, -4.911], [7.279, -4.152, -0.549], [-3.727, 1.180, -1.791], [1.201, -3.535, -0.724], [-4.453, 3.511, -4.809], [3.656, -0.220, 1.889], [-2.202, 5.549, -4.437], [-4.666, -0.182, -2.443]], "atomic_forces_ev_per_a": [[0.85, -0.09, -0.34], [0.05, 0.63, -0.10], [0.01, -1.43, 0.49], [-1.00, -0.90, -0.62], [0.06, 0.04, 0.06], [0.06, -0.25, -0.56], [-0.03, 0.44, -0.24], [-0.51, -0.32, 0.53], [-0.04, 0.01, -0.23], [-0.16, 0.59, 0.39], [-0.03, 0.09, -0.27], [0.61, -0.65, -0.28], [-0.05, -0.09, -0.10], [-0.03, -0.09, -0.02], [0.08, 0.48, -0.24], [-0.22, 0.20, 0.69], [0.13, 0.02, 0.16], [0.01, 0.03, 0.07], [-0.39, 0.33, 0.37], [-0.08, 0.04, -0.02], [0.21, -0.03, -0.04], [0.19, 0.04, 0.22], [0.22, 0.07, 0.12], [-0.03, 0.02, -0.04], [-0.15, -0.05, 0.07], [0.05, -0.11, -0.06], [0.04, 0.13, -0.11], [-0.03, -0.03, 0.04], [0.28, 0.35, -0.10], [-0.07, 0.06, -0.02], [0.15, 0.08, -0.34], [0.07, -0.03, 0.06], [-0.12, 0.27, -0.08], [0.27, -0.21, 0.01], [-0.19, -0.04, -0.23], [0.15, -0.04, 0.09], [-0.24, 0.02, -0.17], [0.02, -0.38, -0.19], [0.09, 0.35, -0.06], [-0.04, 0.03, 0.10], [0.03, -0.08, -0.09], [-0.03, -0.06, -0.11], [-0.05, 0.21, 0.10], [0.01, -0.02, 0.14], [0.02, 0.07, 0.06], [0.15, -0.25, 0.00], [0.01, -0.02, -0.03], [0.08, 0.05, -0.13], [0.23, 0.14, 0.07], [0.00, 0.05, 0.24], [-0.03, 0.17, 0.36], [-0.27, -0.20, 0.18], [-0.11, 0.49, 0.32], [-0.03, -0.04, 0.00], [-0.18, 0.29, -0.12], [0.03, -0.10, -0.04], [-0.01, 0.05, 0.01], [-0.05, -0.03, -0.09], [0.06, -0.05, 0.08], [0.02, -0.14, -0.03], [0.01, 0.03, -0.03], [0.01, 0.00, -0.01], [-0.13, 0.35, 0.21], [0.04, 0.00, -0.04], [-0.02, 0.00, 0.00], [-0.03, -0.01, 0.06], [-0.02, -0.03, 0.01], [0.00, 0.01, 0.01], [0.00, -0.02, 0.02], [0.02, 0.00, -0.01], [0.04, 0.05, 0.01], [-0.05, -0.05, 0.02], [0.05, 0.02, -0.06], [-0.02, 0.02, -0.01], [0.00, -0.03, 0.00], [-0.05, -0.06, 0.05], [0.03, -0.03, -0.11], [0.00, 0.01, -0.02], [0.01, -0.02, -0.02], [-0.07, 0.01, 0.01], [0.03, -0.03, 0.03], [0.05, -0.01, 0.02], [0.02, -0.03, -0.03], [0.00, -0.10, 0.10], [-0.03, 0.08, 0.08], [0.00, 0.04, 0.03], [0.03, -0.03, 0.03], [0.02, 0.02, 0.01], [0.06, 0.02, -0.01], [-0.06, -0.08, 0.01], [0.02, 0.03, -0.02], [0.00, -0.05, -0.01], [0.01, 0.00, -0.03], [0.01, 0.01, 0.00], [-0.04, 0.03, -0.04], [-0.04, -0.05, -0.05], [0.01, 0.00, -0.06], [0.03, 0.11, 0.09], [-0.03, 0.01, -0.01], [-0.01, -0.03, 0.01], [0.09, -0.06, 0.06], [0.00, -0.02, 0.01], [0.02, -0.05, 0.00], [-0.03, 0.04, -0.07], [0.01, 0.00, -0.01], [0.01, 0.00, -0.02], [-0.06, -0.01, 0.01], [0.00, -0.12, 0.00], [-0.16, 0.00, 0.03], [0.00, -0.01, -0.01], [-0.01, 0.03, -0.03], [0.05, 0.04, -0.07], [-0.05, -0.04, 0.00], [0.06, 0.01, -0.01], [0.07, -0.08, 0.01], [0.01, -0.04, -0.01]], "mulliken_charge": [1.2324, -0.4363, 1.8154, 1.7372, -0.3714, -0.5332, -0.7178, -0.4599, -0.0235, -0.2287, 0.0612, 0.6241, -0.8039, -1.0862, 0.1016, 0.5637, -0.7959, -0.7065, -0.0641, -0.9776, -1.2066, -1.4123, 0.1744, -0.7836, -1.3091, 1.0162, -1.4701, 0.0728, -0.0467, -0.8563, -0.9182, -0.4286, -1.5795, 0.1918, -0.2801, 1.0152, -0.2740, -0.0964, -1.3016, -1.0955, -0.2967, -1.2736, -0.5940, -0.5124, -0.9224, -0.1642, -0.3478, -1.6845, -1.7289, 0.1383, -0.6025, 0.0648, 0.3818, -0.2974, -0.1261, -0.4256, -0.6221, 3.7223, -0.8028, -0.6728, 0.2887, 0.4853, -0.4313, 0.3856, 0.4552, 0.4836, 0.3809, 0.3813, 0.4938, 0.3316, 0.4835, 0.2992, 0.4879, 0.2791, 0.4608, 0.1543, 0.3601, 0.4002, 0.4241, 0.3455, 0.3708, 0.5365, -1.3391, 0.7153, 0.5443, 0.3337, 0.2125, 0.3920, 0.3451, 0.0918, 0.4062, 0.8599, 0.4137, 0.4044, 0.3739, 0.3913, -0.1820, 0.0975, 0.3324, 0.5812, 0.2161, 0.4126, 0.3988, 0.2135, 0.4018, 0.4427, 0.4451, -0.3665, 0.3833, 0.3556, 0.3821, 0.3324, 0.2658, 0.7668, 0.3772, 0.5659], "lumo_energy_ev": 0.129, "fmax_ev_per_a": 1.512, "homo_energy_ha": -0.244}